[1]
Entry from the OMol25 dataset: one molecule with the formula C5H9NO at a distorted geometry (ωB97M-V with the def2-TZVPD basis set).

Summary:
- Strongest force on any atom: 5.237 eV/A
- Energy: -325.8052 Eh
- HOMO-LUMO gap: 8.8 eV
- ΔE to the lowest compared entry with this formula, charge and spin: 347.4 kJ/mol
- LUMO: 0.911 eV
- E_HOMO: -7.88 eV

Structure (XYZ):
```
16
C5H9NO, DFT ωB97M-V with the def2-TZVPD basis set
O 0.20116 3.39483 -0.17851
C 0.03033 2.18807 -0.08094
C 0.96239 1.12008 -0.48206
C 0.93280 -0.09060 0.51422
C 0.26260 -1.29747 -0.22733
C -0.54129 -2.20466 0.41345
N -1.71352 -2.80267 0.04716
H -0.93981 1.74111 0.40540
H 2.07838 1.50008 -0.52418
H 0.79739 1.09762 -1.56131
H 0.34459 0.31837 1.37321
H 1.94131 -0.17845 0.81688
H 0.53723 -1.20343 -1.30323
H -0.23642 -2.63991 1.45867
H -2.01350 -3.51884 0.55287
H -2.00471 -2.94905 -0.94431
```

---

[2]
Entry from the OMol25 dataset: a 2-piece molecular cluster, C5H9NO overall at a distorted geometry (ωB97M-V with the def2-TZVPD basis set).

Summary:
- Strongest force on any atom: 1.148 eV/A
- Energy: -325.8842 Eh
- HOMO-LUMO gap: 10.5 eV
- ΔE to the lowest compared entry with this formula, charge and spin: 140.2 kJ/mol
- LUMO: 0.638 eV
- E_HOMO: -9.89 eV

Structure (XYZ):
```
16
C5H9NO, DFT ωB97M-V with the def2-TZVPD basis set
C 1.62413 0.31145 -0.76564
C 0.75759 0.20958 0.44849
O -0.77776 2.30294 -0.76949
C -0.28222 -0.62140 0.63816
C -0.81254 -1.63641 -0.34662
C -0.93080 -0.59795 1.92955
N -1.43569 -0.61076 2.97324
H 2.63992 0.00074 -0.48905
H 1.65606 1.34828 -1.12071
H 1.27794 -0.32474 -1.58415
H 1.01490 0.88616 1.26294
H -0.88250 2.96326 -0.07546
H -1.01617 1.47770 -0.32864
H -1.90799 -1.61060 -0.40289
H -0.51184 -2.63863 -0.02099
H -0.41303 -1.45963 -1.34873
```

---

[3]
Entry from the OMol25 dataset: C5H9NO as an isolated structure (ωB97M-V with the def2-TZVPD basis set).

Summary:
- Strongest force on any atom: 0.752 eV/A
- Energy: -325.6902 Eh
- HOMO-LUMO gap (spin up / spin down): 8.3 / 8.3 eV
- ΔE to the lowest compared entry with this formula, charge and spin: 649.5 kJ/mol
- LUMO (spin up / spin down): 0.228 / 0.228 eV
- E_HOMO (spin up / spin down): -8.11 / -8.11 eV

Structure (XYZ):
```
16
C5H9NO, DFT ωB97M-V with the def2-TZVPD basis set
C -1.12611 -0.17751 1.20540
C -0.31372 0.06063 0.08315
C 0.20165 -1.07957 -0.65859
C -0.35610 1.34460 -0.72743
O 1.08653 1.49181 -0.76018
C 1.32493 0.42156 0.04923
N 2.33086 0.08963 0.71439
H -0.87645 -1.01862 1.84849
H -1.59910 0.66367 1.70842
H -1.87082 -1.37565 0.12970
H 0.68237 -1.88137 -0.10803
H -1.43322 -1.78304 -0.48556
H 0.44948 -0.99117 -1.71343
H -0.81067 2.17765 -0.18608
H -0.76021 1.26930 -1.74107
H 3.07057 0.78808 0.64159
```

---

[4]
Entry from the OMol25 dataset: an isolated ion of composition C5H9NO and charge +1 at a distorted geometry (ωB97M-V with the def2-TZVPD basis set).

Summary:
- Strongest force on any atom: 4.855 eV/A
- Spin multiplicity: 2
- Energy: -325.5265 Eh
- Charge: +1
- HOMO-LUMO gap (spin up / spin down): 12.2 / 6.9 eV
- ⟨S²⟩: 0.773
- ΔE to the lowest compared entry with this formula, charge and spin: 233.9 kJ/mol
- LUMO (spin up / spin down): -4.172 / -9.274 eV
- E_HOMO (spin up / spin down): -16.33 / -16.14 eV

Structure (XYZ):
```
16
C5H9NO, DFT ωB97M-V with the def2-TZVPD basis set
C -1.09737 0.57302 -0.37519
N -0.73575 -0.13589 0.94573
C -1.02568 -1.48295 0.70829
O -0.24201 -2.39477 0.77977
C 0.74203 0.13893 1.19643
C 1.34156 0.24135 -0.18008
C 0.23030 0.68873 -1.22579
H -1.56934 1.60712 -0.23949
H -1.69916 -0.07206 -0.96012
H -2.13013 -1.69542 0.35865
H 1.11251 -0.55157 1.92484
H 0.64450 1.08854 1.77221
H 1.83658 -0.69929 -0.56061
H 2.09321 1.01966 -0.39042
H 0.39222 1.69975 -1.67097
H 0.10653 -0.02515 -2.08324
```

---

[5]
Entry from the OMol25 dataset: an isolated ion of composition C5H9NO2 and charge -1 at a distorted geometry (ωB97M-V with the def2-TZVPD basis set).

Summary:
- Strongest force on any atom: 6.191 eV/A
- Spin multiplicity: 2
- Energy: -401.0187 Eh
- Charge: -1
- HOMO-LUMO gap (spin up / spin down): 3.3 / 7.9 eV
- ⟨S²⟩: 0.756
- ΔE to the lowest compared entry with this formula, charge and spin: 336.9 kJ/mol
- LUMO (spin up / spin down): 3.801 / 3.751 eV
- E_HOMO (spin up / spin down): 0.54 / -4.18 eV

Structure (XYZ):
```
17
C5H9NO2, DFT ωB97M-V with the def2-TZVPD basis set
C 1.15636 1.22263 -1.55067
N -0.23091 0.86619 -1.02848
C -0.45007 0.25760 0.28476
C -0.10398 -1.27012 0.44093
C 0.81090 -1.32462 1.62788
O 1.87336 -1.94034 1.75229
C -1.97582 0.30646 0.56008
O -2.52627 -0.03240 1.55090
H 1.61313 2.10723 -0.98199
H 1.73387 0.43592 -1.63362
H 1.21937 1.69079 -2.55735
H -0.58036 0.33647 -1.72757
H 0.24089 0.82729 0.96526
H -1.11681 -1.92915 0.48032
H 0.62871 -1.49554 -0.51453
H 0.28788 -0.78401 2.58264
H -2.58026 0.72560 -0.25082
```

---

[6]
Entry from the OMol25 dataset: one molecule with the formula C5H9NO2 at a distorted geometry (ωB97M-V with the def2-TZVPD basis set).

Summary:
- Strongest force on any atom: 1.333 eV/A
- Energy: -401.0748 Eh
- HOMO-LUMO gap: 10.2 eV
- ΔE to the lowest compared entry with this formula, charge and spin: 267.8 kJ/mol
- LUMO: 0.675 eV
- E_HOMO: -9.57 eV

Structure (XYZ):
```
17
C5H9NO2, DFT ωB97M-V with the def2-TZVPD basis set
C 1.35520 0.93621 0.19878
C 2.54858 0.04689 -0.11798
N 0.06650 0.38956 -0.21627
C -0.39690 -0.82484 0.25189
C -1.81911 -1.20741 0.00598
C -2.91415 -0.45987 0.18930
O -0.86509 1.44067 -0.37585
O 0.33191 -1.69093 0.73664
H -0.99026 1.44204 -1.34232
H 1.31119 1.14798 1.27263
H 1.48983 1.88868 -0.32840
H -1.93120 -2.25604 -0.25694
H 2.61251 -0.79721 0.57522
H 2.49390 -0.35078 -1.13609
H 3.47897 0.61481 -0.01638
H -2.87312 0.56714 0.53351
H -3.89875 -0.88696 0.02631
```

---

[7]
Entry from the OMol25 dataset: one molecule with the formula C5H9NO2 at a distorted geometry (ωB97M-V with the def2-TZVPD basis set).

Summary:
- Strongest force on any atom: 2.875 eV/A
- Energy: -401.1279 Eh
- HOMO-LUMO gap: 10.4 eV
- ΔE to the lowest compared entry with this formula, charge and spin: 128.2 kJ/mol
- LUMO: 0.787 eV
- E_HOMO: -9.64 eV

Structure (XYZ):
```
17
C5H9NO2, DFT ωB97M-V with the def2-TZVPD basis set
C -1.17337 1.09915 0.49616
N 0.08042 1.24186 -0.23683
C 0.02866 0.96756 -1.55883
O 1.03852 0.90149 -2.24745
C -1.42800 -0.40955 0.98303
C -0.60166 -1.56640 0.49847
C 0.89225 -1.37643 0.50770
O 1.50235 -0.78926 1.35682
H -1.08626 1.69528 1.41505
H -2.04578 1.36562 -0.09435
H 0.92664 1.28521 0.29679
H -0.93768 0.79842 -2.05823
H -2.51798 -0.53633 0.90060
H -1.36632 -0.29370 2.07378
H -0.90807 -1.99051 -0.47024
H -0.83366 -2.41054 1.18081
H 1.42823 -1.78751 -0.38626
```

---

[8]
Entry from the OMol25 dataset: one molecule with the formula C5H9NO2 at a distorted geometry (ωB97M-V with the def2-TZVPD basis set).

Summary:
- Strongest force on any atom: 2.637 eV/A
- Energy: -401.1270 Eh
- HOMO-LUMO gap: 10.7 eV
- ΔE to the lowest compared entry with this formula, charge and spin: 130.7 kJ/mol
- LUMO: 0.745 eV
- E_HOMO: -9.91 eV

Structure (XYZ):
```
17
C5H9NO2, DFT ωB97M-V with the def2-TZVPD basis set
O 2.71001 -1.76213 -0.68096
C 1.77711 -1.20106 -0.17642
O 1.12934 -1.78850 0.86907
C 1.04458 0.03160 -0.60743
C -0.33502 0.24566 -0.01725
C -1.13666 1.40534 -0.57413
C -2.73123 1.82172 1.04016
N -2.51288 1.28838 -0.08876
H 1.56808 -2.56371 1.18404
H 1.63120 0.94126 -0.71633
H 0.93286 -0.11547 -1.70862
H -0.18136 0.63842 1.01146
H -0.91204 -0.66700 0.00836
H -1.14711 1.41796 -1.67436
H -0.69811 2.40196 -0.37287
H -1.96901 2.36016 1.62214
H -3.77760 1.83458 1.32608
```

---

[9]
Entry from the OMol25 dataset: one molecule with the formula C5H9NO2 at a distorted geometry (ωB97M-V with the def2-TZVPD basis set).

Summary:
- Strongest force on any atom: 3.398 eV/A
- Energy: -401.0168 Eh
- HOMO-LUMO gap: 9.0 eV
- ΔE to the lowest compared entry with this formula, charge and spin: 420.0 kJ/mol
- LUMO: 0.725 eV
- E_HOMO: -8.26 eV

Structure (XYZ):
```
17
C5H9NO2, DFT ωB97M-V with the def2-TZVPD basis set
C 0.95388 0.17378 1.73436
C -1.22007 1.45796 -0.50241
C 0.12317 -0.92143 -0.66875
C -0.03363 -0.50364 0.85325
C -0.89630 0.05600 -0.17154
N 1.21805 -0.46783 -1.45365
O -0.24704 -2.23733 -0.93544
O -1.31575 -0.85300 1.25574
H -0.84870 -2.49633 -0.20587
H 1.11737 0.43528 -1.90096
H 1.48816 -1.11156 -2.19178
H 0.47707 0.94879 2.34148
H 1.38986 -0.56633 2.41069
H 1.77013 0.61750 1.15753
H -2.09655 1.75171 0.08607
H -0.40665 2.14660 -0.24957
H -1.47300 1.56983 -1.55914
```

---

[10]
Entry from the OMol25 dataset: one molecule with the formula C5H9NO2 at a distorted geometry (ωB97M-V with the def2-TZVPD basis set).

Summary:
- Strongest force on any atom: 4.684 eV/A
- Energy: -401.0827 Eh
- HOMO-LUMO gap: 10.4 eV
- ΔE to the lowest compared entry with this formula, charge and spin: 246.9 kJ/mol
- LUMO: 0.580 eV
- E_HOMO: -9.86 eV

Structure (XYZ):
```
17
C5H9NO2, DFT ωB97M-V with the def2-TZVPD basis set
C 1.08270 -0.47101 -0.74803
C 1.44405 0.01782 -2.10975
C -0.44666 -0.71227 -0.76910
N -1.18222 -0.50686 0.36642
C -0.72153 0.22497 1.55318
C -1.52930 1.40375 2.01391
O -1.52388 1.52501 3.23205
O -1.01478 -1.27762 -1.67104
H 1.64135 -1.47497 -0.57132
H 1.51316 -0.12771 0.15347
H 1.68681 1.05298 -2.04624
H 0.77931 -0.48206 -2.83853
H 2.55224 -0.37044 -2.40627
H -2.02710 -1.07484 0.34431
H 0.33091 0.59075 1.57100
H -0.74416 -0.41200 2.60885
H -1.84088 2.09450 1.31710
```

---

[11]
Entry from the OMol25 dataset: C5H9NO2 as an isolated structure (ωB97M-V with the def2-TZVPD basis set).

Summary:
- Strongest force on any atom: 0.673 eV/A
- Energy: -401.0324 Eh
- HOMO-LUMO gap: 8.1 eV
- ΔE to the lowest compared entry with this formula, charge and spin: 378.9 kJ/mol
- LUMO: 0.192 eV
- E_HOMO: -7.88 eV

Structure (XYZ):
```
17
C5H9NO2, DFT ωB97M-V with the def2-TZVPD basis set
C -0.38909 -1.74575 -0.16974
C 0.16119 2.03746 -0.47566
N 0.01924 -1.14818 1.08752
C -0.73513 -0.33085 -0.46607
C 1.28052 -0.15887 0.81001
C 0.40603 0.54723 -0.57064
O -1.98096 0.14305 -0.45514
O 2.37321 -0.69622 0.57659
H -2.62499 -0.57298 -0.35322
H -0.21693 -1.59130 1.96999
H 1.16267 0.59078 1.62014
H 0.41748 -2.18872 -0.76097
H -1.24856 -2.41260 -0.07832
H 1.05561 0.26555 -1.39929
H -0.37973 2.28358 0.44091
H 1.11872 2.56075 -0.45708
H -0.41930 2.41709 -1.31903
```

---

[12]
Entry from the OMol25 dataset: C5H9NO2 as an isolated structure at a distorted geometry (ωB97M-V with the def2-TZVPD basis set).

Summary:
- Strongest force on any atom: 1.779 eV/A
- Energy: -401.0590 Eh
- HOMO-LUMO gap: 8.3 eV
- ΔE to the lowest compared entry with this formula, charge and spin: 309.0 kJ/mol
- LUMO: 0.749 eV
- E_HOMO: -7.59 eV

Structure (XYZ):
```
17
C5H9NO2, DFT ωB97M-V with the def2-TZVPD basis set
C -1.23972 -1.65652 -0.84050
C 0.92885 -0.63641 0.19429
C -0.42144 -0.69922 -0.02505
N 1.39323 1.73099 -0.40808
C -0.83731 0.49720 0.65787
C 1.18517 0.73083 0.59752
O 1.79823 -1.67167 0.26058
O -1.71247 1.35113 -0.00196
H 2.69456 -1.33091 0.14157
H -2.36631 1.68102 0.62790
H 1.26149 2.66959 -0.04338
H 0.74169 1.61732 -1.18101
H -0.90190 0.52314 1.74085
H 1.81505 0.89914 1.47604
H -1.57208 -1.18326 -1.76966
H -2.12792 -1.99948 -0.30362
H -0.63911 -2.52289 -1.12337
```